ORCA calculation (ωB97M-V with the def2-TZVPD basis set) on a cluster of 12 separate species, C13H50N22O13 in total.

Computed properties:
SMILES ... NC(N)=O.NC(N)=O.NC(N)=O.NC(N)=O.NC(N)=O.NC(N)=O.NC(N)=O.NC(N)=O.NC(N)=O.NC(N)=O.NC(N)=O.OCCO
Relative energy (zero: lowest compared OMol25 entry of this formula, charge and spin) ... 0.414 eV
E_tot ... -2708.6166 hartree
Spin multiplicity ... 1

CARTESIAN COORDINATES (ANGSTROEM)
N (-2.005, -5.061, -2.619)
C (-0.927, -5.107, -1.754)
N (-1.048, -4.671, -0.445)
O (0.102, -5.687, -2.143)
H (-1.944, -5.650, -3.453)
H (-2.758, -4.390, -2.424)
H (-1.797, -4.025, -0.249)
H (-0.230, -4.404, 0.110)
N (-0.124, 6.060, -2.050)
C (-0.604, 4.828, -1.674)
N (0.329, 3.930, -1.121)
O (-1.726, 4.387, -1.859)
H (-0.809, 6.668, -2.488)
H (0.615, 6.596, -1.596)
H (1.037, 4.279, -0.464)
H (-0.075, 3.087, -0.727)
N (0.312, -3.121, 3.503)
C (0.831, -3.048, 2.295)
N (1.151, -1.782, 1.777)
O (1.078, -4.021, 1.555)
H (0.072, -2.261, 4.009)
H (-0.367, -3.867, 3.642)
H (1.885, -1.749, 1.019)
H (1.091, -1.076, 2.461)
N (-4.982, -2.451, 0.762)
C (-3.929, -2.000, 0.071)
N (-3.658, -0.706, 0.229)
O (-3.269, -2.755, -0.674)
H (-5.185, -3.432, 0.901)
H (-5.170, -1.956, 1.614)
H (-4.395, -0.090, 0.461)
H (-2.857, -0.412, -0.298)
N (2.407, -4.585, -0.910)
C (2.338, -3.356, -1.488)
N (1.730, -3.249, -2.678)
O (2.888, -2.286, -1.083)
H (1.733, -5.305, -1.210)
H (2.510, -4.558, 0.086)
H (1.461, -4.006, -3.246)
H (1.888, -2.358, -3.214)
N (-0.707, 1.906, 2.254)
C (0.201, 2.209, 3.289)
N (0.578, 3.573, 3.478)
O (0.720, 1.409, 4.060)
H (-1.109, 1.003, 2.173)
H (-1.132, 2.662, 1.748)
H (0.580, 4.166, 2.680)
H (1.417, 3.752, 3.992)
N (4.345, -0.176, 0.237)
C (4.992, 0.324, -0.912)
N (4.543, -0.091, -2.142)
O (5.734, 1.302, -0.870)
H (5.030, -0.347, 0.947)
H (3.892, -1.029, -0.056)
H (5.046, 0.356, -2.961)
H (4.195, -1.007, -2.261)
N (-4.120, 2.363, -1.063)
C (-5.047, 2.506, -0.141)
N (-5.889, 3.580, -0.165)
O (-5.308, 1.581, 0.653)
H (-3.556, 3.167, -1.364)
H (-3.563, 1.559, -0.909)
H (-6.363, 3.597, 0.724)
H (-5.797, 4.397, -0.774)
N (0.970, -0.005, -1.305)
C (-0.319, -0.283, -1.206)
N (-0.798, -1.471, -1.665)
O (-1.143, 0.577, -0.733)
H (1.316, 0.892, -0.973)
H (1.634, -0.749, -1.358)
H (-0.134, -2.210, -1.944)
H (-1.770, -1.731, -1.586)
N (3.560, 1.006, -4.780)
C (2.369, 0.590, -4.150)
N (1.556, 1.663, -3.712)
O (2.106, -0.578, -4.049)
H (3.553, 1.963, -5.096)
H (3.800, 0.453, -5.602)
H (0.986, 1.447, -2.939)
H (2.021, 2.570, -3.622)
N (2.364, 2.132, 0.620)
C (2.978, 3.359, 0.539)
N (4.183, 3.308, -0.067)
O (2.531, 4.356, 1.043)
H (3.015, 1.384, 0.563)
H (1.983, 2.053, 1.559)
H (4.588, 4.213, -0.173)
H (4.672, 2.511, -0.407)
O (-2.075, -1.121, 2.955)
C (-2.827, -0.497, 3.926)
C (-2.135, -0.908, 5.226)
O (-0.727, -0.795, 5.256)
H (-2.412, -0.794, 2.117)
H (-2.838, 0.604, 3.841)
H (-3.857, -0.865, 3.998)
H (-2.343, -1.946, 5.467)
H (-2.624, -0.386, 6.096)
H (-0.465, 0.083, 4.915)